{"formula": "C63H136B2F20N7O2P2", "method": "the ωB97M-V functional and the def2-TZVPD basis", "elements": ["H", "H", "C", "H", "H", "H", "C", "H", "H", "C", "H", "F", "C", "F", "H", "C", "H", "H", "C", "F", "C", "N", "H", "H", "H", "C", "H", "H", "H", "H", "C", "F", "C", "H", "H", "H", "H", "H", "N", "H", "H", "C", "H", "C", "C", "H", "H", "H", "H", "F", "H", "C", "F", "H", "H", "H", "C", "C", "B", "C", "F", "C", "H", "H", "H", "H", "C", "H", "H", "C", "C", "C", "H", "C", "H", "H", "H", "C", "C", "O", "C", "H", "H", "C", "F", "H", "H", "H", "C", "H", "H", "F", "H", "H", "H", "F", "H", "C", "C", "H", "N", "H", "H", "H", "B", "C", "C", "H", "C", "H", "H", "H", "H", "N", "C", "F", "H", "H", "H", "F", "H", "C", "C", "C", "C", "H", "H", "F", "H", "C", "C", "C", "C", "P", "C", "H", "H", "H", "H", "F", "H", "H", "H", "H", "H", "C", "C", "C", "C", "H", "F", "H", "F", "C", "F", "H", "H", "N", "C", "H", "H", "F", "H", "H", "H", "H", "H", "C", "C", "H", "H", "H", "H", "C", "H", "H", "C", "H", "C", "H", "F", "H", "H", "H", "H", "H", "C", "H", "H", "H", "H", "C", "C", "H", "H", "H", "H", "H", "H", "H", "C", "H", "H", "F", "C", "H", "H", "H", "H", "O", "H", "N", "H", "H", "H", "H", "H", "C", "H", "H", "N", "P", "H", "H", "H", "C", "C", "H", "H", "H", "H", "C"], "coordinates": [[1.76383, -16.89203, 0.53420], [-6.79335, -9.01009, -6.55045], [2.27286, -15.93407, 0.64058], [-6.89869, -16.97661, -5.12439], [-11.67129, -17.99851, -2.59423], [-13.31085, -12.66746, -3.86866], [-8.96246, -14.62347, 1.41284], [-3.69986, -12.30890, 6.36971], [0.09205, -16.28628, -0.80745], [-4.53088, -17.51110, -0.71327], [-11.17011, -17.75742, -0.29210], [-0.24391, -12.97247, 2.38476], [3.57997, -16.10718, 1.44464], [-1.22922, -13.59033, -7.10542], [1.60620, -15.17169, 1.04361], [-14.88267, -20.51545, 0.17949], [-6.20695, -15.94326, -0.92546], [-0.59507, -11.86647, 6.66741], [-5.65764, -11.96439, -5.32311], [-7.54827, -17.59897, 1.08319], [-3.04768, -13.17867, 6.44886], [-2.59538, -13.16895, 4.03587], [-9.98034, -14.89477, 1.13285], [-10.08365, -16.05707, -2.06757], [-8.19117, -3.51254, -0.87977], [-14.22691, -20.15272, 1.52582], [-7.15037, -10.57775, -7.14253], [-9.23122, -15.74941, -5.72369], [-6.86284, -14.89316, -2.80764], [-4.56818, -5.50821, -2.18819], [4.47672, -14.89629, 1.03435], [-8.93829, -18.95853, -0.23801], [0.51899, -15.79279, -1.68054], [-8.49060, -14.51263, 0.43654], [-3.04765, -15.04607, 1.18803], [-10.94928, -15.37779, -0.66942], [-2.30505, -13.94976, -2.61437], [-5.29878, -17.90991, -0.05042], [-7.67201, -10.53113, -5.15668], [-4.60860, -15.98234, -4.74686], [-2.35718, -16.51238, 3.09139], [-6.85371, -15.92385, -3.16217], [-4.66159, -10.01365, -5.55559], [-7.15204, -11.99225, -4.95176], [-11.92153, -20.36494, -1.19810], [-4.98646, -6.07286, 0.44943], [4.32036, -16.69778, -0.94812], [-12.39360, -15.76835, -3.23933], [-1.14133, -16.10110, -2.92296], [1.24558, -11.29935, 2.78843], [-6.16013, -11.99506, 3.95035], [-8.22733, -9.96384, 0.49895], [-1.23202, -11.70495, 0.63701], [-7.47267, -16.59302, -2.56452], [3.63607, -16.16632, -2.59700], [-2.84196, -6.33844, -0.45881], [-8.92596, -13.36592, 2.27299], [-4.11664, -8.57418, 0.79992], [-6.12472, -12.75622, -0.98735], [-4.24637, -18.41740, -1.89961], [0.34681, -10.02126, 0.95561], [-7.47889, -9.60429, -3.90529], [-2.40248, -8.99985, 1.94470], [-7.50540, -10.39972, -0.19165], [-6.45011, -9.53195, -3.55247], [-6.43221, -11.19089, 1.79399], [-6.73407, -10.06340, -6.27637], [-10.89076, -20.26137, -0.85916], [4.00939, -17.10557, 1.36143], [-0.84073, -14.37613, 5.39738], [-6.21140, -4.42872, -1.49404], [-2.71803, -8.25289, 1.21629], [-14.07387, -21.04810, 2.12828], [-12.38799, -17.44699, -1.98572], [-5.78279, -9.22248, -1.30674], [-8.17002, -10.14076, -3.25518], [4.58774, -14.23082, 1.89046], [-1.03897, -11.92689, 5.67372], [-12.26309, -12.47002, -3.64213], [-9.89408, -12.17576, 0.33329], [-9.34904, -9.90343, 2.81593], [-9.40717, -18.18606, -5.01016], [-3.30982, -18.33692, -2.45144], [-14.26595, -19.42732, -0.72385], [-5.74423, -13.70044, -0.11982], [-8.38990, -15.38939, 1.93595], [-12.39931, -18.94182, 1.83910], [-12.04749, -10.65830, -4.93211], [-10.04756, -13.22502, 3.38449], [-14.82321, -19.40047, 2.04220], [-2.74460, -7.27333, 1.69363], [-3.33810, -12.91992, -6.96857], [-4.09031, -9.63176, 0.53735], [-7.85525, -5.05953, -0.11039], [-6.94294, -15.22213, -5.27187], [-8.53363, -18.60907, 2.99914], [-1.00095, -13.13894, -1.86108], [-8.87790, -15.94642, -4.71153], [-1.90607, -13.18436, 5.37968], [-4.84068, -10.93138, -7.02329], [2.80291, -15.27104, -0.67428], [-11.62429, -12.13181, -5.71848], [-14.79624, -18.48866, -0.56326], [-10.09201, -10.73946, -3.48403], [-2.51039, -14.00286, -6.92441], [-4.81612, -8.79132, -1.56703], [1.60360, -14.66394, -1.42796], [2.76194, -17.24548, -1.40793], [-7.51346, -13.33526, 2.96733], [-7.80733, -11.68281, 4.43620], [-1.82102, -9.27752, -0.37437], [1.97085, -14.10335, -2.28760], [-9.94636, -13.98859, 4.15574], [-12.74398, -19.35128, -0.34639], [-4.51340, -14.91303, 3.90757], [-5.52450, -11.57019, -0.57462], [-9.02962, -9.84773, -0.22970], [-7.72665, -9.02294, 0.72729], [-9.58716, -9.60251, -5.72731], [-3.00671, -14.90173, -7.83790], [-10.73389, -17.35114, -4.42409], [-2.03400, -15.55021, 3.48873], [-7.68453, -4.46876, -1.01036], [-1.44532, -14.12842, -1.96857], [3.86717, -14.23852, -0.14399], [-6.25701, -3.80941, -2.38985], [-2.13361, -16.27019, 5.55576], [-9.84473, -19.98145, 1.48866], [-6.33220, -18.45754, -2.59585], [-3.09349, -14.42604, 3.35132], [-2.92086, -7.33918, -0.88354], [-12.78381, -19.73830, 1.20202], [-10.08791, -11.36890, -4.37391], [0.01369, -11.45640, 1.67887], [-8.50267, -10.71901, 1.86010], [-0.43767, -14.34280, 6.40957], [-4.06547, -13.62352, 1.41550], [-0.25266, -11.80417, 4.92890], [-4.98704, -8.22601, -2.48316], [-9.86573, -17.67940, 1.45015], [-12.30622, -12.04099, -2.64105], [0.02855, -14.10847, 4.79670], [-3.59778, -17.23975, -0.21951], [-4.02145, -9.53634, -1.60649], [-3.81329, -13.95229, 6.39015], [-10.93820, -15.45614, -1.75654], [-0.55139, -15.24200, -2.60355], [-3.17420, -14.13706, 1.77608], [-5.49155, -5.80927, -1.69337], [-7.25704, -12.11627, -3.87395], [-7.52383, -19.85148, 1.44158], [-10.32203, -9.73048, 2.35605], [-0.92683, -10.68337, 2.75677], [-7.19208, -12.01490, 3.59996], [-2.65166, -14.53965, -5.64601], [-14.25149, -19.65141, -1.79047], [-4.98816, -11.98214, -4.46312], [-4.35490, -7.81044, -0.52532], [-11.58855, -11.63031, -4.75136], [-5.01519, -15.60928, 3.23560], [1.26461, -13.89065, -0.73861], [-5.65932, -13.19514, -2.24418], [-4.87651, -8.34714, 1.54768], [-9.59456, -12.29439, -4.07697], [-11.09250, -13.12896, 3.08960], [-1.00454, -7.77548, 0.07222], [-11.62925, -13.33586, -3.45059], [-5.37155, -6.62813, -0.40584], [-1.97893, -8.24288, -0.06992], [-2.28486, -13.54870, 1.55027], [-13.39447, -17.67329, -2.33769], [-12.03731, -20.08061, -2.24397], [-13.08523, -15.57180, -1.70172], [-12.21918, -17.89454, -0.55430], [-3.56073, -16.25618, -3.35117], [3.37656, -15.97967, 2.50787], [-9.22967, -10.59175, -5.44148], [-14.66388, -21.56154, -0.03480], [-5.33797, -10.68450, -6.08528], [-2.62113, -7.26583, -1.92894], [0.95744, -12.23320, 0.59448], [-9.37855, -11.28785, -6.26694], [-6.33315, -7.06086, -0.12987], [-8.30562, -4.97247, -1.75105], [-5.18874, -14.12877, 4.24954], [3.38361, -13.29654, 0.11475], [-1.43586, -15.74012, 4.90747], [-15.95674, -20.38818, 0.31467], [-6.75827, -13.57842, 2.21989], [-4.26342, -19.43089, -1.49881], [-9.84518, -12.41982, 4.09075], [-4.43866, -15.71498, -3.70391], [3.45690, -16.41817, -1.55173], [-9.22712, -10.29467, 3.82596], [-6.10408, -6.35584, -2.41042], [-4.52589, -14.66962, -3.40775], [-12.25635, -21.39918, -1.11837], [-9.28806, -15.02731, -4.29307], [-0.62894, -16.46859, 4.82811], [-4.69337, -15.36120, -1.26078], [-7.30776, -16.06612, -4.68647], [-10.66305, -14.43474, -2.01950], [-5.37351, -12.90730, -5.79033], [-7.46077, -12.50899, -1.18581], [-12.21654, -16.01161, -2.19168], [1.08919, -16.47985, -2.30577], [-4.32567, -15.48006, 4.81934], [-6.88798, -9.98477, 3.00357], [-1.94178, -14.41838, -1.04252], [-3.25181, -11.98344, 3.65553], [-7.45942, -14.19639, 3.63338], [-9.05535, -12.13769, 1.47672], [-9.18337, -17.63424, -3.46256], [-0.15803, -14.91213, -3.56509], [-5.63953, -3.81685, -0.79642], [-12.12412, -20.60552, 1.23108], [-5.19639, -18.37785, -3.98398], [-5.35018, -18.12720, -2.93439], [-1.56456, -10.97282, 5.71359], [-9.04872, -8.86022, 2.91399], [-5.45517, -16.50314, -2.88253], [-8.68579, -18.79111, 1.36788], [-1.17894, -15.28663, 2.86624], [-7.78960, -12.73536, -5.43073], [-12.75429, -17.35526, 0.22733], [-5.26610, -16.28349, -1.35806], [-9.64477, -17.31639, -4.39753], [4.56917, -14.00140, -0.94341], [-2.71765, -13.23337, 7.48626], [5.39527, -15.43414, 0.79964], [-7.89218, -8.65000, -4.23182], [-7.17137, -10.93621, 2.55351]], "forces_ev_per_a": [[-0.029, 0.320, -0.637], [-0.107, 0.137, 0.753], [1.754, 0.603, -0.166], [-0.409, -0.101, -0.018], [-0.033, -0.121, -0.024], [0.240, -0.537, -0.257], [-0.655, 0.225, -0.504], [0.616, 0.550, -0.247], [0.284, 0.315, 0.103], [-1.084, 1.520, -1.277], [-0.009, -0.913, 0.232], [-0.761, 0.949, -0.191], [-1.342, 1.127, 0.829], [1.350, -0.032, -0.394], [0.021, -0.107, 0.231], [0.563, 0.852, 0.856], [-0.146, -0.941, 0.043], [0.047, -1.163, 0.074], [0.390, -0.845, 0.717], [-0.889, -0.407, 0.034], [-1.331, -0.599, -0.106], [-5.673, 6.502, -1.068], [0.058, -0.400, 0.604], [-0.045, -0.217, 0.150], [0.579, 0.205, 0.101], [0.789, -0.530, -0.270], [-0.111, 0.005, -0.207], [0.662, -0.012, -0.628], [0.014, -0.203, -0.063], [0.356, -0.609, 0.282], [0.643, -2.187, 0.910], [0.751, 0.579, -0.105], [1.781, 1.739, -1.701], [0.405, 0.513, 0.129], [-0.249, -0.328, 0.467], [0.336, -0.392, 0.226], [0.076, -0.014, -0.418], [0.569, -0.566, 0.254], [0.292, 0.114, 0.196], [0.143, 0.564, 0.025], [-0.664, 0.228, 0.067], [0.273, -1.908, -1.704], [-0.057, -0.130, 0.220], [0.655, 1.449, 1.801], [-0.431, 1.078, 0.590], [-0.113, 0.311, -0.107], [0.394, 0.084, -0.707], [0.028, -0.208, -0.270], [-0.481, 0.025, 0.213], [-0.755, -0.028, -1.576], [0.038, -0.418, 0.404], [0.252, -0.227, -0.391], [0.085, 0.265, 1.057], [-0.428, 0.432, 0.096], [0.018, 0.285, 0.368], [-0.006, 0.040, -0.047], [0.760, -0.159, 0.560], [-0.313, -0.314, -0.452], [0.933, 0.758, -1.827], [-0.654, -0.932, -0.815], [-0.148, -1.113, 0.646], [-1.271, -1.806, -1.581], [0.261, 0.112, -0.041], [0.316, -0.995, 0.766], [-0.192, -0.363, -0.306], [0.207, -0.008, -0.031], [-0.735, -0.752, -1.762], [-0.048, -0.068, -0.082], [0.174, 0.231, -0.435], [-1.837, -0.350, 0.092], [-0.924, 0.331, 1.000], [-0.646, 0.215, 1.603], [-0.672, 0.173, 0.370], [-0.574, -1.810, -0.069], [0.291, -0.179, 0.451], [0.476, 0.693, 0.875], [0.265, 0.005, -0.311], [-0.285, 1.164, -0.745], [0.327, 0.476, -0.105], [5.753, 0.098, 7.661], [-1.001, 0.196, -0.442], [0.607, 0.552, -0.853], [0.345, 0.487, 0.605], [0.774, -1.348, -0.631], [-0.436, -1.700, 2.172], [-0.602, -0.272, 0.001], [0.208, 0.006, -0.442], [-0.279, -0.017, 0.249], [0.428, 0.320, 0.923], [0.310, -0.002, 0.124], [0.459, 0.120, 0.135], [-1.602, 2.400, -0.011], [-0.673, -0.048, -0.015], [0.262, 0.142, 0.318], [0.346, -0.067, 0.043], [-0.239, -0.022, -1.029], [0.428, -0.250, 0.225], [-0.784, -1.945, -2.204], [2.037, 0.379, 0.727], [-0.275, 0.221, -0.141], [-0.350, -0.891, -0.839], [-0.098, -0.326, 0.064], [0.507, 0.168, 0.182], [-0.229, -0.144, 0.377], [-0.240, -0.367, -0.092], [0.015, 0.712, 0.189], [-0.196, -0.563, 1.954], [0.118, 0.043, -0.607], [-0.550, -0.182, -0.184], [-0.122, -0.512, 0.123], [-0.092, 0.139, -0.625], [-0.088, -0.640, -0.398], [0.058, -1.000, -0.759], [-0.688, 0.295, 0.567], [1.111, 0.305, 1.167], [0.417, 1.115, 0.035], [-0.710, 0.417, 0.863], [-0.574, 0.304, 0.359], [0.067, -0.037, 0.308], [0.196, -1.008, -0.777], [0.089, 0.751, 0.490], [1.131, 0.379, 1.055], [-0.138, -0.967, -0.300], [-0.542, -0.520, -0.897], [-1.047, -0.208, -1.336], [0.495, -0.508, -0.390], [-0.233, 0.623, 0.403], [0.735, 0.645, 0.723], [-0.007, -0.027, -0.045], [-0.321, -0.971, -2.374], [0.653, -0.032, 0.465], [0.060, -0.307, -1.261], [0.171, 1.506, 0.524], [1.599, 0.194, 0.180], [1.338, 0.496, -2.170], [-0.326, -0.482, 0.167], [0.037, 0.007, 0.375], [0.002, -0.155, 0.035], [0.544, -0.209, -0.126], [0.039, 0.370, -0.426], [0.213, 0.832, -0.123], [-0.343, 0.178, -0.435], [-0.311, 0.117, 0.254], [-0.408, -0.133, -0.493], [0.462, -0.639, -0.382], [1.800, 0.904, 1.532], [-1.045, 0.534, 0.386], [0.470, 0.585, 0.968], [-1.075, 1.311, -0.162], [-0.026, -0.465, 0.029], [0.236, -0.464, -0.764], [-0.614, -0.721, 0.807], [-0.395, -0.775, -0.591], [0.830, 0.636, 0.332], [-0.016, -0.940, 1.749], [-0.380, -0.005, 0.074], [-0.524, -0.030, 0.491], [-0.154, 0.070, -0.593], [1.199, 0.420, 0.341], [0.309, 0.339, -0.430], [-0.328, -0.076, -0.021], [0.511, 0.327, -0.747], [-0.161, 0.027, -0.305], [0.029, -0.094, -0.254], [0.287, -0.217, -0.540], [0.016, -0.049, -0.369], [-0.534, -0.502, -0.495], [1.341, -0.508, -0.104], [0.210, 0.614, 0.132], [-0.204, 0.166, -0.157], [0.023, -0.285, -0.122], [0.116, 0.113, 0.159], [0.138, 0.644, 0.283], [-0.165, -0.940, 0.430], [0.779, 0.989, -0.504], [-0.250, -0.256, 0.027], [0.361, -1.630, -0.321], [0.056, 0.228, -0.602], [-0.791, 0.210, 0.027], [-0.946, -0.287, -0.200], [0.219, 0.426, 0.608], [0.687, 0.534, -0.730], [0.089, -0.117, -0.018], [0.041, -0.135, -0.321], [0.149, 0.289, -0.553], [-0.515, -0.256, -0.053], [0.275, 0.423, -0.259], [0.020, -0.097, -0.515], [-0.027, 0.232, -0.352], [-0.232, -0.265, -0.578], [0.083, 0.734, -0.647], [-0.255, -2.465, 0.968], [-0.653, 0.622, 2.454], [-1.012, -0.119, -0.128], [0.126, -0.185, -0.136], [0.230, -0.236, -0.341], [-0.285, 0.246, 0.515], [0.250, -0.298, 1.233], [0.205, 0.114, -0.130], [0.326, -0.157, -0.206], [-0.905, 1.193, 1.885], [-0.499, 0.090, -0.520], [-0.026, 0.328, -0.697], [-1.595, -0.138, 0.553], [-1.590, 1.592, -1.191], [-0.382, -0.655, 0.273], [0.120, -0.161, 0.023], [-0.001, 0.061, -0.102], [0.482, -0.163, 0.411], [4.602, -7.663, 2.322], [-0.416, 0.152, 0.280], [-6.010, 1.169, -6.450], [-0.879, -0.240, 0.652], [0.319, 0.327, 0.166], [0.189, -0.111, 0.168], [0.029, 0.284, 0.366], [0.248, -0.257, 0.248], [-0.207, 2.120, 0.101], [-0.620, -0.160, -0.599], [0.977, -0.114, -0.485], [-1.445, -0.137, 1.538], [-0.518, -0.333, 1.345], [-0.072, 0.302, -0.245], [0.085, 0.455, -0.492], [-0.374, 0.396, -0.399], [1.471, 1.190, -0.379], [1.563, 0.522, 0.787], [-0.118, -0.290, -0.125], [0.731, 0.090, -0.295], [0.537, 0.945, -0.024], [0.165, 0.044, 0.275], [0.445, -0.203, -0.665]], "lowdin_charge": [0.12, 0.14, -0.09, 0.11, 0.10, 0.08, 0.00, 0.09, 0.11, -0.11, 0.10, -0.21, -0.14, 0.16, 0.13, -0.13, 0.11, 0.11, -0.14, -0.21, 0.01, 0.14, 0.08, 0.07, 0.08, -0.15, 0.13, 0.09, 0.11, 0.12, -0.15, -0.19, -0.17, 0.09, 0.08, 0.06, 0.05, 0.10, -0.21, 0.11, 0.13, -0.10, 0.11, -0.07, 0.05, 0.14, 0.09, 0.12, 0.09, -0.18, 0.11, -0.01, -0.18, 0.11, 0.12, 0.13, -0.40, -0.09, -1.42, -0.16, -0.15, 0.06, 0.12, 0.05, 0.08, 0.12, -0.10, 0.09, 0.12, -0.08, -0.22, -0.18, 0.12, -0.22, 0.08, 0.08, 0.13, -0.03, -0.09, 0.14, 0.00, 0.08, 0.11, -0.09, 0.18, 0.09, 0.12, 0.11, 0.04, 0.12, 0.13, 0.13, 0.12, 0.06, 0.09, -0.18, 0.07, -0.21, -0.38, 0.12, -0.21, 0.11, 0.14, 0.10, -1.41, 0.00, -0.09, 0.09, -0.12, 0.12, 0.11, 0.15, 0.11, -0.18, 0.03, 0.12, 0.09, 0.08, 0.14, 0.13, 0.06, -0.14, -0.10, -0.07, -0.07, 0.11, 0.11, -0.19, 0.13, -0.36, -0.07, -0.06, -0.19, 0.30, -0.39, 0.13, 0.07, 0.07, 0.09, -0.18, 0.07, 0.12, 0.10, 0.12, 0.07, -0.10, -0.23, 0.00, -0.17, 0.10, -0.12, 0.11, -0.17, -0.17, 0.09, 0.12, 0.11, -0.22, -0.21, 0.10, 0.09, 0.10, 0.13, 0.09, 0.11, 0.14, 0.03, -0.08, -0.15, 0.05, 0.12, 0.09, 0.13, -0.10, 0.09, 0.11, -0.07, 0.12, -0.13, 0.14, -0.18, 0.12, 0.12, 0.07, 0.06, 0.13, -0.14, 0.12, 0.12, 0.13, 0.07, 0.04, 0.07, 0.09, 0.10, 0.09, 0.11, 0.08, 0.11, 0.10, -0.12, 0.06, 0.11, 0.14, -0.29, 0.10, 0.08, 0.14, 0.05, 0.13, 0.13, 0.16, 0.05, 0.12, 0.11, 0.11, 0.13, -0.01, 0.09, 0.11, -0.22, 0.22, 0.11, 0.13, 0.14, -0.10, -0.08, 0.14, 0.11, 0.12, 0.11, -0.15], "total_charge": 3, "mol_weight_g_mol": 1487.360, "e_tot_ha": -5745.16513, "gap_ha": 0.18256, "spin_multiplicity": 1}